No. 1
A molecular structure, C41H40NOP2SSbSe4Tc, computed with ωB97M-V with the def2-TZVPD basis set.

XYZ file:
```
92
Properties=species:S:1:pos:R:3:lowdin_charge:R:1
Sb -5.8159 -0.1105 1.0712 0.362
Tc -1.4055 0.8918 0.6603 0.344
Se -5.1259 1.9409 -0.4655 0.075
Se -3.2525 0.6997 -1.1171 0.111
Se -3.1307 -0.4562 2.0112 0.593
Se -5.6642 -1.9948 -0.3049 -0.135
S -2.6414 1.5360 -3.0553 0.595
P 0.6045 0.6130 1.9164 1.005
P -0.1544 -0.4266 -0.8799 0.937
O -1.8037 1.2326 3.8737 -0.180
N 2.3958 -0.5244 0.1115 -0.159
C 6.3697 -1.8861 -0.1508 -0.093
C -2.2488 1.1234 2.6143 -0.883
C -1.9404 -2.3990 -1.4647 -0.133
C 0.8588 3.2734 2.4821 -0.106
C 2.1901 -1.1109 3.4444 -0.086
C -2.6026 -3.3224 -2.2633 -0.072
C -4.6696 -0.9856 -6.2436 -0.078
C 6.0914 -0.5319 -0.0139 -0.079
C 2.1454 0.6766 0.9004 -0.290
C 0.1170 2.2213 -1.2665 -0.201
C 1.3162 1.8768 4.3824 -0.083
C 1.7816 3.3341 -2.5681 -0.049
C 4.7822 -0.0804 0.0676 -0.032
C -0.7597 -1.5643 -3.3973 -0.084
C -3.5168 0.5150 -4.2166 -0.602
C -3.0779 0.6705 -5.5311 -0.131
C 3.9985 -2.3505 -0.1029 -0.028
C -4.5332 -0.3755 -3.9058 -0.120
C -2.3417 -3.3659 -3.6258 -0.057
C 1.6839 0.9241 -2.5514 -0.064
C 0.7069 3.4028 -1.6914 -0.058
C -2.6792 2.4377 2.0745 -0.143
C 0.9540 2.0002 3.0458 -0.345
C -1.0061 -1.5288 -2.0265 -0.399
C 2.5143 -2.3197 4.0400 -0.052
C 1.6240 -3.3847 3.9774 -0.057
C 2.2710 2.1012 -2.9941 -0.041
C 1.1350 4.4042 3.2376 -0.065
C -1.4290 -2.4826 -4.1928 -0.063
C 1.3303 -1.3886 -0.3676 -0.283
C 3.7201 -0.9892 0.0293 -0.240
C 0.0952 -2.0268 2.7118 -0.150
C -3.6576 -0.0806 -6.5417 -0.079
C 0.4177 -3.2402 3.3073 -0.057
C 1.5804 3.0090 5.1449 -0.057
C -1.7419 0.0888 4.7382 -0.061
C 0.5883 0.9824 -1.6980 -0.393
C 5.3156 -2.7865 -0.1985 -0.078
C 0.9693 -0.9464 2.7848 -0.349
C -5.1028 -1.1240 -4.9323 -0.067
C 1.4964 4.2715 4.5729 -0.065
H 5.5136 -3.8469 -0.2971 0.107
H -0.8400 -1.9224 2.1762 0.036
H 7.3924 -2.2327 -0.2184 0.104
H -3.3207 0.0469 -7.5631 0.109
H 2.0986 -0.0305 -2.8550 0.120
H 1.8764 -4.3283 4.4434 0.112
H 0.5591 3.3879 1.4442 0.087
H 2.9503 0.7991 1.6227 0.090
H 0.9961 -2.1510 0.3407 0.085
H 2.2445 4.2467 -2.9215 0.115
H -2.4569 2.6102 0.9852 0.036
H -0.2744 -4.0706 3.2446 0.114
H -3.7613 2.5349 2.1146 0.066
H -5.8982 -1.8189 -4.6939 0.113
H -3.3380 -3.9849 -1.8236 0.103
H -2.1747 3.2162 2.6432 0.104
H -2.8660 -4.0760 -4.2537 0.114
H 3.4657 -2.4310 4.5441 0.114
H 6.9006 0.1874 0.0129 0.107
H -1.2086 -0.7375 4.2854 0.053
H 1.6724 -1.9161 -1.2586 0.104
H -0.7713 2.3014 -0.6106 0.029
H -2.7540 -0.2199 4.9944 0.093
H -1.2521 -2.4992 -5.2608 0.114
H -1.2174 0.4315 5.6242 0.102
H -5.1198 -1.5724 -7.0333 0.106
H -0.0699 -0.8632 -3.8534 0.104
H -4.8929 -0.5008 -2.8894 0.029
H 0.3273 4.3602 -1.3577 0.119
H 1.7100 5.1511 5.1661 0.111
H 2.9074 -0.2997 3.4878 0.110
H -2.1781 -2.3374 -0.4071 0.076
H 1.3765 0.9003 4.8471 0.099
H 2.1189 1.5962 0.3070 0.086
H 3.1962 -3.0781 -0.1094 0.105
H 1.8533 2.9008 6.1878 0.112
H 1.0628 5.3861 2.7864 0.110
H 4.5849 0.9824 0.1419 0.107
H -2.2888 1.3775 -5.7652 0.103
H 3.1234 2.0571 -3.6604 0.116
```

Calculated values
HOMO	-9.9	eV
Kohn-Sham gap	6.879	eV
2S+1	1
largest force on an atom	0.75	eV/Å
total charge	+1

***

No. 2
A molecular structure, C27H48F4N5PPdS, computed with ωB97M-V with the def2-TZVPD basis set.

XYZ file:
```
87
Properties=species:S:1:pos:R:3:lowdin_charge:R:1
Pd -1.2164 0.0468 -0.7766 0.723
S -2.4682 -0.6970 1.1119 0.778
P 1.6847 0.7643 0.7647 0.863
F -4.3253 4.0366 1.0575 0.084
F -7.4495 0.6408 0.1336 0.084
F -2.5114 2.7815 -0.4145 0.064
F -5.6541 -0.6833 -1.2623 0.072
N -0.8656 -0.9587 -2.9225 -0.211
N 0.6874 -0.1481 -0.0242 -0.382
N -0.3692 -2.4105 1.1532 0.000
N -2.1856 -3.1779 2.1026 0.020
N -2.9836 0.4164 -1.6748 -0.148
C 0.9470 2.2913 1.6199 -0.589
C -3.3302 -0.6006 -2.6441 -0.246
C 2.9487 -1.6504 1.4850 -0.102
C 3.9243 0.2721 -0.8335 -0.098
C 3.8614 0.3064 2.6910 -0.080
C -0.5928 -2.3942 -2.7038 -0.250
C -0.0135 -3.7710 1.5324 -0.127
C -4.6657 2.8742 0.4749 -0.218
C 1.6012 -0.8416 -3.4060 -0.109
C -0.3620 1.9139 2.3288 -0.110
C 1.5811 -0.5437 3.2185 -0.093
C 0.2005 -0.4048 -3.7914 -0.247
C -3.9847 0.9982 -0.9358 -0.256
C -1.6232 -2.1329 1.4639 -0.802
C 3.9066 2.5785 0.0648 -0.086
C 3.0074 1.4392 -0.4314 -0.577
C 2.2882 1.9316 -1.7016 -0.103
C -1.2098 -4.2155 2.4009 -0.127
C 0.5567 3.2983 0.5257 -0.096
C -6.2298 1.1900 0.0011 -0.222
C 2.5809 -0.2759 2.0806 -0.579
C 1.8436 3.0148 2.6303 -0.082
C -2.1587 -0.7329 -3.5975 -0.188
C -5.9481 2.3800 0.6314 0.060
C -5.2868 0.5103 -0.7489 -0.163
C -1.6853 -3.1969 -2.0225 -0.083
C -3.7247 2.2162 -0.2826 -0.186
H 3.0458 -2.3726 2.3012 0.079
H 1.7207 -0.7692 -2.3266 0.027
H 4.4503 2.3342 0.9740 0.064
H 1.4177 3.8252 0.1199 0.057
H -3.1002 -3.1155 2.5121 0.135
H 2.3315 -0.1911 -3.8872 0.080
H 3.9026 -1.6282 0.9642 0.062
H 3.3646 -0.6254 -1.0832 0.060
H 4.5028 0.5686 -1.7125 0.087
H 3.7207 1.2862 3.1392 0.060
H 0.3057 -2.4505 -2.0900 0.098
H 2.2042 -2.0160 0.7805 0.048
H 0.0136 2.8219 -0.2905 0.062
H 0.9243 -3.7903 2.0893 0.105
H -2.3376 -1.5263 -4.3377 0.129
H 1.8087 -1.8627 -3.7249 0.075
H 0.6028 -0.8479 2.8444 0.061
H -2.0721 0.2119 -4.1374 0.119
H 4.6399 0.0303 -0.0503 0.058
H -3.5793 -1.5577 -2.1811 0.087
H 2.8126 3.2998 2.2261 0.057
H 0.1004 -4.3986 0.6453 0.113
H -0.9577 -4.2328 3.4636 0.116
H -1.2938 -4.1896 -1.7892 0.078
H 4.6481 2.7886 -0.7126 0.091
H -2.0049 -2.7257 -1.0974 0.039
H 1.4479 0.3251 3.8579 0.062
H -0.0024 -0.7064 -4.8311 0.120
H 4.6688 0.3710 1.9653 0.060
H -0.2085 1.3184 3.2248 0.060
H 2.9753 1.8663 -2.5492 0.083
H 0.2157 -1.6882 0.6125 0.046
H 1.9762 2.9690 -1.6193 0.065
H 4.1966 -0.3712 3.4828 0.090
H 1.9720 -1.3489 3.8459 0.083
H -1.0278 1.3684 1.6653 -0.014
H -4.2057 -0.2983 -3.2296 0.128
H -0.8695 2.8345 2.6285 0.090
H -6.6876 2.8967 1.2232 0.132
H 0.1114 0.6821 -3.7451 0.112
H -0.1054 4.0469 0.9661 0.090
H -0.3595 -2.8602 -3.6747 0.125
H 1.4092 1.3289 -1.9201 0.033
H 1.3308 3.9333 2.9313 0.091
H -2.5590 -3.3356 -2.6580 0.073
H -1.5843 -5.1978 2.1157 0.114
H 3.3549 3.5013 0.2347 0.058
H 2.0041 2.4330 3.5353 0.064
```

Calculated values
HOMO	-7.0	eV
Kohn-Sham gap	7.096	eV
2S+1	1
largest force on an atom	0.40	eV/Å
total charge	0

***

No. 3
11 unconnected molecules or ions with the total composition C66H55N11O22 at a distorted geometry, computed with ωB97M-V with the def2-TZVPD basis set.

XYZ file:
```
154
Properties=species:S:1:pos:R:3:lowdin_charge:R:1
O -25.0803 30.4360 -1.3978 0.080
O -30.2708 21.0726 -10.2861 0.031
O -30.0907 24.7675 -1.2037 0.080
O -33.1001 23.7964 -8.8134 0.066
O -31.6447 24.3569 -2.6533 0.074
O -26.2714 16.4387 -2.4333 0.086
O -31.8088 21.0933 -1.3020 0.075
O -25.0758 16.4303 -4.2380 0.080
O -26.6268 21.0033 -7.9387 0.063
O -25.0059 26.1557 -11.3003 0.046
O -30.7925 19.4660 -8.8895 0.055
O -26.5842 24.8160 0.8042 0.055
O -24.2813 30.7945 -4.6695 0.116
O -27.0971 23.8642 -2.2859 0.080
O -26.0168 27.9378 -10.7506 0.084
O -25.7220 22.7814 -8.7445 0.053
O -25.5058 26.6674 0.3558 0.075
O -23.0472 30.9015 -0.7521 0.069
O -26.2975 29.9505 -4.6157 0.029
O -31.0253 19.5898 -2.5225 0.047
O -32.7858 24.8927 -7.0370 0.069
O -26.5405 25.3745 -3.7679 0.028
N -25.5609 25.4366 0.4838 -0.309
N -30.6851 24.9594 -2.2386 -0.356
N -30.8675 20.3729 -1.6278 -0.345
N -26.1055 16.6318 -3.6018 -0.354
N -25.9057 21.9840 -7.8104 -0.316
N -23.8757 30.2293 -1.3477 -0.327
N -30.0601 19.9294 -9.7663 -0.309
N -26.0226 26.7547 -10.9395 -0.343
N -25.1402 30.1097 -5.1191 -0.323
N -33.0114 23.8456 -7.6107 -0.362
N -27.1095 24.3061 -3.4114 -0.302
C -26.5938 17.8588 -11.0243 -0.065
C -27.0931 20.4532 0.2850 -0.072
C -27.9144 23.5845 -4.4209 -0.124
C -23.4790 23.3382 -5.3920 -0.043
C -27.9266 21.5234 0.4155 -0.082
C -28.4213 23.8828 -10.5645 -0.060
C -25.0745 27.3259 -7.6435 -0.084
C -33.0877 22.5362 -6.9655 -0.121
C -25.5208 28.1275 -6.6226 0.004
C -28.5082 17.9748 -9.6108 0.005
C -29.5662 20.4180 -0.9403 -0.130
C -21.9526 23.2894 0.2034 -0.087
C -25.3140 21.2848 -5.4935 0.011
C -24.1984 23.1461 -6.5753 0.006
C -23.6840 29.6154 -7.0489 0.007
C -24.2807 23.3903 0.6402 0.006
C -28.6144 16.6068 -3.9132 -0.005
C -21.5214 27.4769 -2.6512 -0.103
C -27.3420 17.0903 -4.2846 -0.152
C -27.2277 25.9568 -10.5393 -0.130
C -29.2707 28.1369 -4.9056 -0.062
C -33.2003 22.4766 -5.5288 0.013
C -23.0944 22.6059 0.6780 -0.029
C -27.4925 19.2759 -0.3940 -0.033
C -22.4444 26.7912 -3.4022 -0.086
C -30.1685 26.0439 -3.1090 -0.122
C -21.9411 28.6115 -1.9950 -0.011
C -28.6785 23.2497 -6.6473 -0.073
C -30.2328 27.1802 -5.3098 -0.053
C -27.2304 24.6292 -10.6891 -0.033
C -21.9522 24.6272 -0.1331 -0.067
C -29.1456 21.5704 -0.2383 0.013
C -33.2293 20.0889 -7.0045 -0.086
C -28.7409 19.2720 -1.0605 0.012
C -29.5189 25.9560 -9.8920 -0.070
C -26.9106 19.0860 -11.5756 -0.087
C -28.7375 27.9256 -3.6396 -0.078
C -29.2085 26.9942 -2.6950 0.009
C -23.3143 28.9467 -1.9446 -0.105
C -33.2180 21.3094 -7.6854 -0.002
C -29.7745 17.1597 -4.4856 -0.053
C -24.7985 29.2775 -6.2698 -0.128
C -28.8991 19.2342 -10.1699 -0.115
C -30.6699 26.1215 -4.4636 0.017
C -27.9291 23.9761 -5.7687 -0.006
C -28.0602 19.7669 -11.2758 0.032
C -27.3733 17.3067 -10.0328 -0.066
C -23.8043 27.1234 -3.4581 -0.044
C -29.6180 18.2007 -5.4301 -0.045
C -23.1373 25.3517 -0.0810 0.002
C -24.3069 24.7282 0.2692 -0.153
C -24.6538 21.5098 -4.2941 -0.050
C -29.4410 21.7823 -4.8993 -0.044
C -29.5577 24.5519 -10.1974 -0.048
C -25.0939 22.1059 -6.6175 -0.155
C -33.3206 20.0604 -5.6090 -0.068
C -28.2989 18.5497 -5.8165 -0.067
C -27.1784 17.9196 -5.3439 -0.030
C -33.2360 21.2439 -4.8368 -0.046
C -28.3981 26.6401 -10.0382 -0.022
C -23.7518 22.5659 -4.2558 -0.055
C -23.2023 28.7349 -7.9995 -0.062
C -29.4668 22.2089 -6.2205 -0.052
C -24.2412 28.1584 -2.6362 -0.019
C -28.6104 22.4301 -3.9861 0.026
C -23.8677 27.5687 -8.2476 -0.081
H -21.9066 26.0656 -3.9943 0.094
H -26.2659 20.5520 0.9724 0.102
H -28.3653 20.5825 -11.9146 0.110
H -25.2488 22.9201 0.7310 0.089
H -26.4198 24.1066 -11.1751 0.121
H -27.4631 24.8872 -6.1139 0.118
H -33.1434 21.3217 -8.7627 0.108
H -24.4379 26.4795 -4.0500 0.081
H -28.7431 23.5913 -7.6698 0.100
H -23.2635 22.8106 -3.3241 0.104
H -28.8146 26.8960 -1.6942 0.117
H -22.7110 24.0966 -5.3536 0.095
H -27.2663 16.3179 -9.6119 0.112
H -21.0150 25.0311 -0.4865 0.106
H -22.2415 28.9321 -8.4517 0.114
H -33.3598 19.1038 -5.1093 0.101
H -29.8147 22.4116 -0.1328 0.110
H -25.3043 28.3331 -2.5611 0.111
H -26.4589 27.8689 -6.1540 0.106
H -28.5118 22.0027 -2.9991 0.101
H -21.2257 29.2455 -1.4922 0.115
H -30.5615 27.2992 -6.3316 0.093
H -33.2276 19.1449 -7.5291 0.102
H -28.7984 15.9934 -3.0435 0.115
H -28.3577 27.6920 -9.7966 0.118
H -30.4522 23.9925 -9.9665 0.095
H -28.3773 22.8066 -10.6438 0.087
H -29.1139 17.5852 -8.8060 0.108
H -23.6070 26.8834 -9.0405 0.105
H -25.6199 26.4478 -7.9565 0.101
H -23.0215 21.5741 0.9886 0.101
H -33.3353 21.3204 -3.7641 0.098
H -20.4563 27.2997 -2.6730 0.111
H -23.0938 30.5139 -6.9446 0.120
H -29.0726 18.3823 -1.5751 0.100
H -30.7382 16.8455 -4.1128 0.108
H -28.8450 28.8607 -5.5848 0.101
H -26.0307 20.4777 -5.5299 0.091
H -30.4121 26.4955 -9.6134 0.113
H -23.0610 26.3869 -0.3792 0.104
H -26.1632 18.1139 -5.6571 0.121
H -24.1334 23.8506 -7.3912 0.117
H -28.2106 19.3253 -6.5628 0.087
H -21.0502 22.6972 0.1670 0.101
H -26.3812 19.3295 -12.4849 0.111
H -25.7534 17.3497 -11.4726 0.112
H -29.9870 20.8961 -4.6112 0.085
H -30.5125 18.6713 -5.8108 0.092
H -31.3509 25.3475 -4.7855 0.085
H -27.9713 28.6348 -3.3631 0.086
H -26.9311 18.3535 -0.3726 0.095
H -24.8382 20.9310 -3.4012 0.112
H -27.6877 22.3835 1.0234 0.104
H -33.2993 23.4095 -4.9937 0.104
H -30.1298 21.6982 -6.9031 0.105
```

Calculated values
HOMO	-9.5	eV
SMILES	O=[N+]([O-])c1ccccc1.O=[N+]([O-])c1ccccc1.O=[N+]([O-])c1ccccc1.O=[N+]([O-])c1ccccc1.O=[N+]([O-])c1ccccc1.O=[N+]([O-])c1ccccc1.O=[N+]([O-])c1ccccc1.O=[N+]([O-])c1ccccc1.O=[N+]([O-])c1ccccc1.O=[N+]([O-])c1ccccc1.O=[N+]([O-])c1ccccc1
Kohn-Sham gap	7.909	eV
2S+1	1
largest force on an atom	4.50	eV/Å
total charge	0

***

No. 4
A molecular structure, C21H42AsF6O21 at a distorted geometry, computed with ωB97M-V with the def2-TZVPD basis set.

XYZ file:
```
91
Properties=species:S:1:pos:R:3:lowdin_charge:R:1
As 0.9562 14.2814 -18.5015 0.956
F 2.7302 14.1229 -18.0675 -0.295
F 1.3975 14.4999 -20.2528 -0.305
F 0.5351 13.9425 -16.7649 -0.288
F -0.7943 14.6219 -18.8940 -0.293
F 1.1514 16.0296 -18.1396 -0.281
F 0.8442 12.5492 -18.7556 -0.267
O 3.6957 11.1561 -17.0827 -0.030
O 0.5017 20.3795 -15.2400 -0.042
O -3.9309 17.8505 -16.3803 0.038
O -3.9582 16.1488 -17.6316 0.031
O -2.2872 13.2127 -12.6511 0.113
O 0.7052 18.1503 -15.6256 0.156
O -4.4732 9.7914 -20.7941 -0.003
O -2.8964 17.1119 -21.0055 -0.016
O -2.2081 11.7118 -14.3185 -0.017
O -4.9791 17.4002 -20.8928 -0.012
O 1.7581 12.0956 -12.6555 -0.007
O 4.5409 12.3107 -15.3092 -0.058
O -2.7698 16.0693 -15.6955 0.077
O -3.3314 10.6272 -18.9690 0.123
O 5.7878 12.1863 -17.3094 0.112
O 3.1948 13.9699 -13.0657 0.045
O -2.7136 11.2183 -21.0412 -0.038
O -4.2526 16.1161 -22.6418 0.063
O -0.3876 19.5948 -17.0521 0.010
O 3.0600 12.7748 -11.0454 -0.042
O -1.9711 10.9835 -12.2664 -0.037
C -3.4777 16.6731 -16.5454 -0.660
C -1.7270 16.2950 -21.2777 -0.017
C 3.5852 10.9458 -18.4836 -0.076
C -0.6320 18.5973 -17.9571 -0.082
C 3.8975 13.7612 -10.3631 -0.031
C -1.7676 12.1311 -20.4926 -0.063
C 2.7354 12.9979 -12.3610 -0.463
C -3.5228 10.4984 -20.1450 -0.532
C -2.5952 12.5804 -15.4028 0.011
C -6.4250 17.0573 -20.9748 0.018
C 1.0507 12.2551 -13.8840 -0.023
C -2.2063 12.0708 -13.0920 -0.621
C -4.0619 16.7982 -21.5994 -0.591
C 5.5156 13.1005 -14.6234 -0.084
C 4.7636 11.9482 -16.6979 -0.453
C -5.4056 9.0061 -20.0522 -0.052
C 1.0423 20.2608 -13.9824 -0.082
C -3.6280 18.6102 -15.1921 -0.006
C -2.0637 9.6054 -12.6795 -0.050
C -3.7156 14.7401 -17.7628 -0.030
C 0.2606 19.2313 -15.9369 -0.564
H 4.0310 11.7006 -19.1314 0.097
H -1.6716 9.4293 -13.6812 0.087
H -6.4627 15.9702 -20.9059 0.091
H 0.3063 18.2043 -18.3484 0.088
H -2.7312 14.4106 -17.4305 0.067
H -6.1656 8.5254 -20.6682 0.091
H 2.6066 10.5223 -18.7097 0.094
H 6.5197 12.7535 -14.8671 0.078
H -0.9073 16.6065 -20.6303 0.089
H 4.4965 14.3996 -11.0125 0.084
H -1.2178 17.7484 -17.6044 0.093
H -2.9863 12.1361 -16.3181 0.090
H 0.3840 11.3928 -13.8946 0.085
H -3.4290 13.1218 -14.9559 0.097
H 2.1003 20.0079 -14.0521 0.098
H -5.0175 8.3136 -19.3052 0.095
H 5.3675 13.0032 -13.5479 0.075
H -1.7378 13.2089 -15.6434 0.090
H -4.2028 19.5272 -15.0625 0.094
H -4.4486 14.2025 -17.1613 0.095
H -6.9849 17.4770 -20.1391 0.089
H 1.7367 12.1233 -14.7208 0.095
H 0.9597 21.3003 -13.6653 0.097
H -6.7854 17.3966 -21.9459 0.089
H 4.2981 13.1611 -9.5462 0.093
H -3.7019 18.0288 -14.2731 0.096
H -3.1185 9.3519 -12.7856 0.084
H 0.4439 19.4905 -13.4958 0.104
H 3.2138 14.5462 -10.0399 0.087
H 5.5791 14.1427 -14.9361 0.097
H -1.5236 16.3326 -22.3479 0.091
H -3.8964 14.4858 -18.8072 0.092
H -2.5687 18.8639 -15.1522 0.084
H 4.3674 10.2172 -18.6965 0.080
H -5.9674 9.7249 -19.4558 0.090
H -1.6282 8.9916 -11.8911 0.092
H -2.2891 12.7842 -19.7928 0.067
H -1.0346 11.5218 -19.9638 0.086
H -1.9437 15.2280 -21.2268 0.074
H -1.1430 18.9567 -18.8503 0.099
H 0.4362 13.1519 -13.9623 0.104
H -1.2397 12.8327 -21.1384 0.091
```

Calculated values
HOMO	-8.1	eV
Kohn-Sham gap	10.239	eV
2S+1	1
largest force on an atom	6.14	eV/Å
total charge	-1